No. 1
Entry from OMol25: an isolated molecule of C25H20N2O5 (ωB97M-V/def2-TZVPD).

Output
Kohn-Sham gap   0.29592 Ha
F_max   0.98 eV Å⁻¹
Spin multiplicity   1
ΔE to the lowest compared entry with this formula, charge and spin   100.41 kJ/mol
SMILES   COc1cc(/C=C(/C#N)C(=O)Nc2ccccc2)ccc1OCc1ccc(C(=O)O)cc1

The geometry in XYZ format:
```
52
Properties=species:S:1:pos:R:3:mulliken_charge:R:1
H 1.15216 1.82495 -0.43879 0.55
N 2.03802 1.97350 2.21985 -0.10
C -0.50303 -2.60924 -5.68544 0.47
C -2.28390 0.97064 1.10480 0.67
C -0.48933 2.55435 0.73806 0.05
H -4.56887 2.34337 1.49979 0.37
H -5.24428 0.98800 2.43687 0.25
O -1.49006 -2.05705 -6.40910 -0.45
O 3.41583 2.97841 0.68997 -0.61
H 4.96573 -1.38644 1.18757 0.40
C 3.68365 0.25194 1.64879 -0.46
H -1.82482 -3.24522 0.33580 0.34
H 1.31966 -2.38850 3.17165 0.41
C -1.76605 2.24485 1.22719 -0.64
C -0.29690 0.30378 -0.10077 -0.02
H -2.61352 -1.52190 -4.35006 0.43
C 2.47404 0.64220 2.21195 0.45
H 0.83506 -3.38297 -1.34792 0.45
C 0.08160 3.85728 1.03165 -0.76
O 0.45611 -3.12483 -6.20340 -0.59
C 3.18398 -2.04321 2.17177 -0.56
C 4.02723 -1.08819 1.63002 -0.63
O -3.49479 0.56816 1.57176 -0.46
C 1.86478 5.37100 1.57200 -0.16
C -1.26603 -2.35458 0.02480 -0.75
H 3.46030 -3.08670 2.15331 0.41
C 1.62773 -0.31767 2.76313 -0.18
C -1.06409 -2.39774 -1.47037 0.59
C -1.51526 -0.03427 0.46700 1.11
H -3.88260 1.92522 3.09639 0.37
C -0.72218 -2.51838 -4.22553 0.43
C 0.21068 1.58375 0.02896 -1.30
C -4.33010 1.52118 2.18209 -0.99
H -0.60246 4.69732 1.06334 0.51
O -2.05949 -1.27603 0.47005 -0.39
C 0.07912 -2.98082 -2.00713 -0.38
C -2.03162 -1.87501 -2.32033 -0.38
N 2.25050 6.42426 1.81247 -0.51
C 2.40628 2.96453 1.35177 0.02
H 1.12784 -3.49522 -3.80874 0.43
C 1.98367 -1.65207 2.74259 -0.63
C -1.86414 -1.92894 -3.68995 -0.85
H -0.29596 -2.35700 0.54140 0.30
H 0.27271 -0.42892 -0.64828 0.45
H -2.91603 -1.42334 -1.89613 0.51
C 0.24827 -3.04484 -3.37489 -0.78
H 0.68534 -0.01301 3.19832 0.31
H 1.16402 2.11201 2.70997 0.28
H 4.33808 0.99243 1.22086 0.49
C 1.38351 4.07349 1.31112 0.60
H -1.29065 -2.14794 -7.35385 0.35
H -2.31974 3.01339 1.74361 0.54
```

***

No. 2
Entry from OMol25: a cluster of 2 separate species, C25H20NO6S2 in total at a distorted geometry (ωB97M-V/def2-TZVPD).

Output
Net charge   -1
Kohn-Sham gap   0.19177 Ha
F_max   2.54 eV Å⁻¹
Spin multiplicity   1

The geometry in XYZ format:
```
54
Properties=species:S:1:pos:R:3:mulliken_charge:R:1
C -2.75290 4.23503 -0.22594 -0.32
H 0.25241 5.32238 -1.47039 0.41
C 1.61534 -0.96854 -5.96166 -0.61
C -0.12832 3.33490 -0.67929 0.75
H -3.92860 0.16154 4.14023 0.32
O -2.35264 -1.57725 3.12739 -0.75
C 0.85118 -3.87036 3.23849 -0.57
H 4.54354 0.26686 -4.67620 0.41
H -2.09313 6.12110 -1.06729 0.34
C 0.03876 0.92441 2.32374 0.11
O -2.58473 0.56805 2.57768 -0.21
H 2.92687 -4.49598 3.42359 0.33
O 3.75935 0.56867 -1.43150 -0.61
C 2.23770 -3.66412 3.23472 -0.41
C 0.73593 -0.51422 -4.97550 -0.69
C -0.41832 -0.38725 2.35409 0.33
C 1.85796 -1.31556 2.67432 -0.72
H 1.22376 -1.53297 -6.80878 0.37
H -4.20399 2.49116 3.02080 0.28
C 0.44494 -1.50481 2.65734 0.60
H 0.45082 -4.86717 3.43760 0.33
C 1.23687 0.19694 -3.88649 0.50
H 3.67416 -1.04248 -6.63106 0.37
H -0.34073 -0.69679 -5.03250 0.42
C -0.49443 4.65863 -1.01531 -0.47
H -3.09096 2.23074 0.59790 0.13
C 1.44608 1.77093 -1.76063 -0.31
S 3.10188 1.44112 -2.36575 1.21
C -1.83843 -0.55748 2.68296 0.55
C 1.19557 2.78802 -0.90853 -0.55
C -1.79861 5.09848 -0.80038 -0.50
H -5.68622 1.52536 3.23328 0.43
H -1.09188 -3.02190 2.96684 0.45
H -0.79518 1.45444 0.07541 0.47
C 2.72431 -2.38287 2.94836 -0.51
H -4.38514 -0.54184 2.56881 0.31
H 2.05063 3.41625 -0.67140 0.50
S 0.16903 0.85819 -2.60722 1.22
O 3.74603 2.64970 -2.83514 -0.67
N 0.46850 2.01612 2.38010 -0.81
C 3.47932 0.04165 -4.77795 -0.65
C 2.59043 0.49468 -3.80116 0.10
C 2.98718 -0.69248 -5.86217 -0.50
H 2.24801 -0.32532 2.42163 0.30
C -4.72265 1.57307 2.71892 -1.20
H -4.92034 1.62937 1.64171 0.28
C -2.38956 2.92407 0.11182 -0.84
O -0.27039 -0.19009 -1.71771 -0.57
C -1.11396 2.46720 -0.17997 0.18
H -3.76790 4.59266 -0.01004 0.38
O -0.78343 1.71472 -3.27226 -0.61
C -0.02343 -2.81748 2.95916 -0.36
H 3.79888 -2.20171 2.91128 0.32
C -3.94447 0.33626 3.05622 -0.25
```

***

No. 3
Entry from OMol25: a structure of composition C25H21BBrN4O10SY at a distorted geometry (ωB97M-V/def2-TZVPD).

Output
Kohn-Sham gap   0.29609 Ha
F_max   4.43 eV Å⁻¹
Spin multiplicity   1
ΔE to the lowest compared entry with this formula, charge and spin   124.93 kJ/mol

The geometry in XYZ format:
```
64
Properties=species:S:1:pos:R:3:mulliken_charge:R:1
N 1.08574 1.95739 0.05909 0.15
C 1.03060 2.91061 -0.82720 -0.32
H -3.13702 -4.77491 -2.59296 0.47
H 3.00029 -6.17503 1.00336 0.31
H -5.09495 -5.54466 -3.38276 0.33
C 1.53474 -4.19194 1.32290 -0.61
C 1.46081 2.43646 1.27962 -0.66
C -2.86530 1.82208 0.67042 0.07
C -2.72627 1.59646 2.17155 0.30
C 0.86782 -2.98258 1.31361 -0.72
H -2.04855 -6.70415 -5.26911 0.38
C -3.02390 -6.71980 -4.78653 -1.61
H 1.99834 4.38373 2.14064 0.45
O -1.82290 -2.50082 -1.65588 -0.43
C -3.36493 2.10528 4.43856 -0.37
C 2.32401 -2.10937 -0.18352 0.14
C -3.05966 -4.22272 -4.68812 0.25
H -4.36402 2.85770 2.68381 0.58
H -5.75043 -4.58609 -4.70990 0.38
H -2.87662 -6.80226 -3.71316 0.32
N -0.24725 0.14380 4.53447 0.98
C -4.05786 -5.48025 -6.66803 -2.19
O 0.61753 -0.16768 3.72345 -0.61
C -2.16356 -2.90818 -2.91263 0.14
H -3.11846 -5.50316 -7.21677 0.44
H -4.64244 -4.61943 -6.98589 0.45
C -5.19034 -5.48551 -4.46329 -1.61
O -4.04710 2.58171 6.54562 -0.64
C -1.42548 0.76681 4.05007 -0.42
H 3.98104 -3.32876 -0.84700 0.47
C -3.81891 -5.45860 -5.15419 2.23
C -2.27122 1.41705 4.93477 -0.21
H -2.08662 1.39406 6.00047 0.62
H 1.57264 1.74899 2.10526 0.40
B -1.20200 -1.24102 -1.76253 1.19
H -5.75702 -6.34932 -4.80313 0.45
O 3.38227 -5.47661 0.45386 -0.53
C 3.09478 -3.25001 -0.23725 -0.52
O -5.24150 3.29068 4.90337 -0.63
H -3.56137 -7.60252 -5.12600 0.45
Y -0.48909 0.02980 -0.06970 0.79
N 1.23810 -1.94939 0.55808 -0.16
H -2.78748 -3.36069 -6.63581 0.45
C -3.55253 2.24553 3.05481 -0.41
C -1.75008 -1.92924 -3.81928 1.05
O -1.13231 -0.16284 1.90814 -0.60
H -1.65896 -1.33570 -5.88131 0.47
C -1.71360 0.70045 2.64735 0.95
Br 2.75781 -0.59487 -1.26571 -0.14
O -1.77470 1.68360 -0.00599 -0.72
N -4.28150 2.70475 5.35857 1.06
C -2.62001 -3.24331 -5.57833 -0.24
H 1.17517 -5.00933 1.92921 0.32
C -2.81644 -4.05167 -3.32429 -0.86
O -0.12859 -0.01260 5.73519 -0.67
C -1.96814 -2.08741 -5.17146 -1.74
H -0.00669 -2.80667 1.92628 0.44
H 0.76765 2.74792 -1.85842 0.40
O -3.93153 2.16008 0.19847 -0.66
H -4.61749 -6.37924 -6.92008 0.45
C 1.69492 3.77405 1.31348 -0.26
O -1.16017 -0.91646 -3.12561 -0.61
S 1.42943 4.46262 -0.23648 -0.11
C 2.67642 -4.34580 0.52860 0.99
```

***

Question: Which formula does entry 2 have?
Answer: C25H20NO6S2

***

Question: The lowest Kohn-Sham gap belongs to which entry?
Answer: C25H20NO6S2

***

Question: Kohn-Sham gap of number 2 (C25H20NO6S2)?
Answer: 0.19177 Ha

***

Question: F_max of number 3 (C25H21BBrN4O10SY)?
Answer: 4.43 eV Å⁻¹